Record 1
A cluster of 5 separate species, C16H35IN4O7S in total in a non-equilibrium geometry. Source: the Open Molecules 2025 dataset; level of theory: ωB97M-V/def2-TZVPD.

Structure (XYZ):
```
64
Properties=species:S:1:pos:R:3
O 5.140 2.711 -2.395
S 3.891 2.465 -1.511
O 4.392 2.227 -0.033
C 2.952 0.888 -2.028
C 1.561 0.899 -1.140
C 0.671 2.189 -1.624
I -0.667 2.764 0.067
C 1.538 3.456 -2.200
O 2.776 3.754 -1.463
H 3.636 -0.046 -1.810
H 2.673 0.987 -3.180
H 1.027 -0.137 -1.239
H 1.903 1.096 -0.015
H -0.084 1.880 -2.494
H 1.731 3.326 -3.368
H 0.862 4.435 -2.116
C 5.346 -3.369 -4.031
C 4.010 -3.139 -3.383
O 3.222 -2.289 -3.794
N 3.677 -3.907 -2.307
C 4.452 -4.948 -1.676
H 5.466 -2.682 -4.874
H 6.149 -3.178 -3.314
H 5.408 -4.393 -4.409
H 2.762 -3.692 -1.927
H 3.873 -5.874 -1.717
H 4.608 -4.669 -0.631
H 5.418 -5.100 -2.160
C -1.700 -2.419 -3.343
C -1.721 -1.296 -2.345
O -0.768 -0.532 -2.202
N -2.839 -1.134 -1.582
C -4.053 -1.916 -1.596
H -0.743 -2.419 -3.874
H -1.809 -3.379 -2.830
H -2.500 -2.284 -4.076
H -2.775 -0.357 -0.935
H -4.884 -1.247 -1.831
H -4.199 -2.332 -0.596
H -4.019 -2.726 -2.326
C -5.342 -0.437 2.492
C -4.586 0.406 1.503
O -4.239 -0.029 0.406
N -4.284 1.689 1.850
C -4.597 2.382 3.077
H -5.507 -1.433 2.072
H -4.763 -0.543 3.414
H -6.315 0.015 2.702
H -3.774 2.190 1.131
H -5.197 3.260 2.826
H -3.658 2.707 3.531
H -5.146 1.755 3.781
C 0.899 2.603 3.781
C -0.438 2.833 4.429
O -1.225 3.683 4.018
N -0.771 2.065 5.505
C 0.005 1.024 6.136
H 1.018 3.290 2.938
H 1.701 2.794 4.498
H 0.961 1.579 3.403
H -1.685 2.280 5.885
H -0.574 0.098 6.095
H 0.160 1.303 7.181
H 0.971 0.872 5.652
```

As for the HOMO-LUMO gap: 9.545 eV. As for the HOMO energy: -9.10 eV. Its charge is 0. The value obtained for the LUMO energy is 0.0165 Ha. Its spin multiplicity is 1.

=====

Record 2
A structure of composition C16H35NOP2SiSn in a non-equilibrium geometry. Source: the Open Molecules 2025 dataset; level of theory: ωB97M-V/def2-TZVPD.

Structure (XYZ):
```
57
Properties=species:S:1:pos:R:3
Sn -0.841 -0.005 -0.168
Si -0.069 -2.223 -1.328
P 0.511 1.444 -2.067
N -2.418 1.091 0.123
H 2.492 0.429 0.516
C 0.893 3.231 -1.952
H 1.111 3.644 -2.947
H 1.768 3.390 -1.306
H 0.041 3.773 -1.521
C 1.982 0.779 -2.933
H 2.285 1.470 -3.728
H 1.778 -0.200 -3.380
H 2.820 0.662 -2.235
C -0.767 1.398 -3.378
H -0.525 2.136 -4.148
H -1.745 1.650 -2.951
H -0.847 0.412 -3.843
C 1.751 -2.749 -1.385
H 2.161 -2.988 -0.389
H 2.416 -2.019 -1.880
H 1.767 -3.681 -1.990
H -0.812 -3.307 -0.599
H -0.517 -2.067 -2.759
C -3.613 0.687 -0.285
C -6.010 1.188 -0.107
C -4.692 1.496 0.197
C -3.927 -0.451 -1.114
C -5.239 -0.750 -1.415
C -6.291 0.054 -0.924
H -6.801 1.827 0.288
H -4.384 2.336 0.819
H -3.086 -1.073 -1.493
H -5.489 -1.617 -2.049
H -7.316 -0.188 -1.174
C 4.113 0.352 1.062
O 3.159 -0.234 0.311
C 3.701 1.154 2.228
H 4.501 1.858 2.489
H 3.556 0.537 3.145
H 2.773 1.766 2.056
C 5.478 0.110 0.605
H 6.066 1.026 0.380
H 5.358 -0.478 -0.331
H 6.040 -0.518 1.322
C -1.750 -1.762 2.752
P -0.223 -0.829 2.339
C -0.064 0.335 3.731
C 1.105 -2.045 2.649
H -2.637 -1.144 2.558
H -1.752 -2.041 3.813
H -1.834 -2.678 2.150
H 0.081 -0.209 4.672
H 0.782 1.018 3.591
H -0.978 0.941 3.814
H 1.230 -2.176 3.733
H 0.837 -3.014 2.210
H 2.073 -1.745 2.226
```

As for the HOMO-LUMO gap (spin up / spin down): 5.395 / 6.146 eV. As for the HOMO energy (spin up / spin down): -5.01 / -5.86 eV. The relative energy (zero: lowest compared OMol25 entry of this formula, charge and spin) comes out at 308.9 kJ/mol. Its charge is 0. The value obtained for the LUMO energy (spin up / spin down) is 0.0141 / 0.0105 Ha. Its spin multiplicity is 1.

=====

Record 3
A structure of composition C16H36As2F12PRb in a non-equilibrium geometry. Source: the Open Molecules 2025 dataset; level of theory: ωB97M-V/def2-TZVPD.

Structure (XYZ):
```
68
Properties=species:S:1:pos:R:3
Rb 4.031 -1.164 -2.475
C 0.920 -1.160 4.457
C 0.276 0.240 4.100
C -0.854 0.254 3.188
C -0.431 -0.128 1.753
P -1.977 -0.222 0.661
C -3.221 -1.277 1.348
C -2.841 -2.829 1.350
C -2.085 -3.272 2.570
C -1.609 -4.783 2.459
C -2.673 1.477 0.455
C -3.854 1.593 -0.632
C -4.246 3.013 -0.989
C -3.184 3.810 -1.767
C -1.478 -0.841 -0.961
C -0.660 0.225 -1.839
C 0.050 -0.516 -3.036
C 0.933 0.457 -3.842
H 0.131 -1.885 4.658
H 1.588 -1.146 5.319
H 1.599 -1.534 3.691
H 1.101 0.794 3.653
H -0.041 0.761 5.004
H -1.313 1.241 3.131
H -1.497 -0.442 3.726
H -0.044 -1.139 1.627
H 0.178 0.610 1.231
H -4.112 -1.040 0.767
H -3.419 -1.045 2.394
H -2.262 -3.102 0.468
H -3.684 -3.458 1.064
H -2.625 -3.134 3.506
H -1.181 -2.693 2.758
H -1.541 -5.125 3.492
H -0.707 -4.825 1.849
H -2.384 -5.469 2.120
H -1.783 1.993 0.095
H -2.896 1.952 1.410
H -4.771 1.148 -0.245
H -3.602 1.033 -1.533
H -4.388 3.568 -0.062
H -5.216 3.172 -1.461
H -2.232 3.281 -1.812
H -3.055 4.788 -1.304
H -3.513 4.012 -2.786
H -2.427 -1.140 -1.405
H -0.914 -1.738 -0.705
H -0.042 0.782 -1.135
H -1.324 1.013 -2.195
H -0.571 -1.059 -3.749
H 0.667 -1.282 -2.566
H 1.964 0.101 -3.842
H 0.816 1.512 -3.595
H 0.816 0.226 -4.900
As 2.956 2.709 -0.600
F 1.373 2.672 -1.337
F 2.762 4.457 -0.359
F 4.559 2.795 0.075
F 3.269 0.927 -0.771
F 3.741 2.934 -2.247
F 2.353 2.501 1.080
As 7.810 -0.641 -3.061
F 8.969 -1.940 -3.611
F 7.384 -1.667 -1.668
F 6.563 0.530 -2.420
F 8.235 0.385 -4.465
F 6.492 -1.475 -3.939
F 9.122 0.207 -2.148
```

As for the HOMO-LUMO gap (spin up / spin down): 2.294 / 11.224 eV. As for the HOMO energy (spin up / spin down): -0.65 / -9.61 eV. Its charge is -1. The value obtained for the LUMO energy (spin up / spin down) is 0.0604 / 0.0595 Ha. Its spin multiplicity is 2.

=====

Record 4
A cluster of 10 separate species, C16H36BBr12N3O8 in total in a non-equilibrium geometry. Source: the Open Molecules 2025 dataset; level of theory: ωB97M-V/def2-TZVPD.

Structure (XYZ):
```
76
Properties=species:S:1:pos:R:3
N -0.277 -3.939 -3.433
H -0.237 -3.137 -2.821
H -1.197 -4.153 -3.790
H 0.207 -4.800 -3.222
H 0.199 -3.623 -4.266
N 2.756 2.239 -5.354
H 2.335 1.339 -5.537
H 3.648 2.104 -4.899
H 2.219 2.739 -4.660
H 2.789 2.649 -6.277
N -6.186 -1.925 -3.951
H -7.164 -2.065 -3.745
H -5.795 -2.805 -4.258
H -5.644 -1.689 -3.133
H -6.029 -1.174 -4.608
O -2.662 1.377 1.684
C -1.879 0.894 0.813
O -0.606 1.125 0.717
B 0.084 0.310 -0.305
O -1.105 -0.373 -0.930
C -2.227 -0.094 -0.311
O -3.328 -0.438 -0.714
O 0.903 1.285 -1.081
C 2.191 1.177 -0.759
O 3.107 1.912 -1.267
C 2.333 -0.031 0.163
O 1.055 -0.574 0.311
O 3.383 -0.539 0.587
Br 1.081 -4.611 3.110
C 3.035 -4.595 3.030
C 3.689 -5.642 2.022
Br 2.969 -5.156 0.232
H 3.385 -4.920 4.010
H 3.341 -3.566 2.840
H 3.326 -6.637 2.277
H 4.774 -5.688 1.934
Br -7.460 2.966 7.093
C -5.490 2.721 7.160
C -5.126 2.289 8.586
Br -5.131 3.694 10.097
H -4.934 3.633 6.941
H -5.287 1.946 6.421
H -4.046 2.147 8.554
H -5.608 1.370 8.922
Br 10.469 1.685 -0.273
C 8.888 2.642 0.446
C 8.251 1.665 1.349
Br 9.328 1.432 3.080
H 8.267 3.045 -0.354
H 9.296 3.496 0.987
H 8.131 0.744 0.778
H 7.300 2.051 1.714
Br 0.460 6.432 -2.071
C -1.171 5.802 -0.965
C -1.054 5.934 0.476
Br -0.603 7.789 1.014
H -1.308 4.756 -1.240
H -2.068 6.290 -1.347
H -0.229 5.281 0.759
H -2.050 5.673 0.834
Br 7.320 -0.944 -4.418
C 7.587 -2.312 -3.010
C 6.604 -3.505 -3.137
Br 7.249 -4.977 -1.980
H 7.440 -1.923 -2.002
H 8.643 -2.578 -3.062
H 6.468 -3.853 -4.161
H 5.599 -3.274 -2.783
Br -10.413 -0.349 2.351
C -9.867 -1.197 0.612
C -11.142 -1.137 -0.278
Br -10.887 -1.642 -2.202
H -9.543 -2.235 0.690
H -8.961 -0.726 0.230
H -11.409 -0.081 -0.306
H -11.984 -1.728 0.084
```

As for the HOMO-LUMO gap: 5.012 eV. As for the HOMO energy: -11.92 eV. The relative energy (zero: lowest compared OMol25 entry of this formula, charge and spin) comes out at 531.8 kJ/mol. Its charge is +2. The value obtained for the LUMO energy is -0.2538 Ha. Its spin multiplicity is 1.